[1]
{"formula": "C18H18NO3", "method": "wB97M-V/def2-TZVPD", "gap_ev": 5.72, "charge": -1, "energy_ev": -26571.238, "smiles": "O=C(CN[C@H](CCc1ccccc1)C(=O)[O-])c1ccccc1", "max_force_ev_per_a": 8.176, "lumo_energy_ha": 0.0552, "species": ["C", "H", "H", "C", "C", "C", "H", "C", "H", "C", "C", "H", "H", "C", "N", "C", "H", "C", "H", "H", "H", "C", "O", "H", "H", "C", "C", "C", "H", "H", "C", "C", "C", "C", "O", "H", "H", "H", "O", "H"], "positions_angstrom": [[-0.165, 2.758, -0.103], [4.042, -4.217, -1.561], [1.280, 2.762, -1.689], [-5.518, -1.620, 0.479], [-0.072, 4.407, -0.216], [-3.355, -2.466, -1.278], [-1.325, -1.006, -1.198], [-2.056, 1.105, 0.775], [3.942, -4.701, 1.280], [2.014, 1.746, 0.039], [-4.882, -2.682, -0.640], [2.305, 2.672, 0.706], [1.518, 0.958, 0.786], [-1.669, 2.159, -0.450], [0.928, 2.095, -0.967], [3.907, -3.323, -0.802], [3.757, -1.506, -2.540], [3.570, -0.566, -0.279], [-2.891, -3.194, -2.080], [3.424, 0.035, 2.132], [-5.490, -3.621, -0.997], [3.750, -1.769, -1.393], [4.206, 1.712, -1.460], [-2.473, 1.699, 1.722], [3.657, -2.540, 3.120], [-3.033, -0.127, 0.304], [3.556, -0.868, 1.366], [3.354, 1.045, -0.675], [-1.045, 0.602, 1.159], [0.011, 2.512, 1.050], [3.863, -3.608, 0.846], [-2.420, -1.196, -0.805], [3.704, -2.393, 1.960], [-4.567, -0.349, 0.928], [0.163, 5.095, -1.339], [-2.473, 3.040, -0.428], [-1.720, 1.570, -1.466], [-4.987, 0.396, 1.740], [-0.221, 5.185, 1.052], [-6.586, -1.802, 0.923]], "forces_ev_per_a": [[-0.6, 0.9, 0.1], [-0.3, 2.0, 1.9], [-0.4, -0.3, 1.1], [4.8, 0.4, -2.1], [0.2, 6.3, 1.8], [-1.1, 3.0, 2.8], [-2.5, -0.5, 0.8], [0.2, -0.6, 0.2], [-0.1, 2.4, -1.2], [0.3, -0.6, 0.4], [2.3, 3.0, 1.1], [-0.1, -1.6, -1.4], [1.3, 1.5, -1.8], [-0.4, 0.1, 0.8], [0.3, 0.2, 1.9], [-0.5, 3.2, 2.6], [0.0, -0.7, 2.7], [0.3, -2.6, 1.1], [-1.3, 1.5, 1.9], [0.3, -2.1, -2.0], [1.3, 2.1, 0.8], [0.0, -0.7, 4.9], [-5.2, -4.3, 4.6], [0.7, -1.4, -2.2], [0.2, 0.1, -2.6], [-1.8, -2.6, -0.9], [0.3, -3.2, -2.1], [2.9, 2.0, -2.4], [-2.2, 0.9, -0.9], [-0.2, 0.7, -2.6], [-0.3, 3.4, -0.9], [-4.3, -0.4, 1.9], [-0.1, 1.6, -5.2], [1.2, -2.7, -2.4], [-1.0, -4.4, 4.3], [1.8, -2.0, -0.2], [0.3, 1.4, 2.0], [1.1, -1.6, -1.9], [0.5, -4.9, -5.8], [2.4, 0.5, -1.0]]}



[2]
{"formula": "C33H44F2FeN7O2P", "method": "wB97M-V/def2-TZVPD", "gap_ev": [7.33, 7.32], "energy_ev": -98573.044, "max_force_ev_per_a": 0.677, "lumo_energy_ha": [0.0082, 0.0073], "species": ["P", "C", "H", "F", "H", "H", "H", "H", "H", "C", "H", "H", "N", "C", "F", "H", "H", "C", "C", "C", "O", "N", "H", "C", "H", "C", "H", "N", "C", "H", "H", "H", "C", "C", "C", "C", "H", "H", "H", "Fe", "H", "H", "C", "H", "C", "H", "H", "H", "H", "H", "H", "H", "C", "H", "C", "C", "C", "C", "C", "H", "H", "C", "C", "H", "C", "H", "H", "C", "C", "N", "C", "H", "H", "C", "N", "H", "H", "C", "N", "H", "N", "C", "H", "H", "C", "H", "C", "C", "H", "O"], "positions_angstrom": [[-0.890, 1.848, -2.153], [-0.263, 0.803, -4.553], [-0.984, 0.621, -5.366], [-1.910, -2.729, 4.183], [-4.947, -0.827, -3.961], [-3.783, -1.727, -1.918], [0.310, 5.078, -2.399], [-1.033, 4.028, -4.026], [-2.625, 3.647, -0.532], [-1.207, 5.175, 0.029], [-4.908, 1.663, -4.329], [0.530, 4.307, -5.986], [-2.501, 1.426, -1.934], [-2.925, 0.173, -1.339], [2.634, -3.403, 3.414], [-4.351, 2.404, -2.049], [-1.467, 3.054, -5.427], [0.217, -1.366, 1.557], [0.633, 3.457, -5.307], [2.605, -1.582, 1.103], [-2.467, -6.019, -1.982], [0.092, 0.911, -1.475], [1.430, 0.105, -5.707], [-0.438, -4.253, -2.787], [-0.289, -0.057, -3.884], [0.420, 4.122, -1.872], [-2.150, -4.494, 0.758], [2.298, -0.736, 0.105], [1.123, 0.997, -5.152], [0.471, 5.092, 1.398], [-4.780, -6.008, 2.083], [1.032, -3.365, -4.094], [-0.816, -2.476, 3.434], [-0.882, -2.968, -0.838], [1.435, -1.963, 1.939], [-2.118, -5.165, -1.188], [2.893, 0.445, -1.452], [1.347, -1.387, -2.601], [5.320, -0.157, -1.210], [0.353, -0.375, -0.155], [1.374, 3.734, -4.551], [0.618, 6.334, 0.171], [0.291, 5.305, 0.342], [1.045, 3.481, -2.496], [3.244, -0.241, -0.689], [-1.225, 3.048, 0.352], [2.113, 4.728, -0.696], [-2.081, -0.259, -0.801], [-2.615, -1.056, -3.062], [5.940, -1.786, 0.588], [-1.495, 5.871, -0.765], [2.116, 2.400, -6.483], [-3.527, -6.059, 0.590], [-1.396, -2.770, 0.093], [-1.548, 3.763, -0.418], [4.577, -0.584, -0.551], [-1.124, -4.098, -1.598], [1.105, 4.340, -0.531], [0.367, -3.086, 3.811], [-4.191, -6.355, -0.221], [1.829, 1.141, -4.326], [-0.711, 3.186, -4.634], [4.911, -1.480, 0.449], [-3.117, 2.992, -3.160], [0.664, -2.188, -2.346], [-3.295, 0.968, -4.525], [4.177, -2.679, 2.071], [-0.916, -1.639, 2.341], [-3.444, -0.801, -2.391], [-0.001, -2.035, -1.201], [1.123, 2.223, -6.063], [-0.634, -5.131, -3.390], [0.430, -3.741, 4.667], [3.927, -1.986, 1.284], [-0.678, 1.987, -3.814], [-5.408, 0.057, -2.514], [1.207, 3.366, -0.048], [1.474, -2.804, 3.040], [-0.904, 3.476, -1.716], [-3.718, 0.372, -0.603], [-2.589, -5.091, 0.076], [-4.570, -0.152, -3.190], [0.451, 2.032, -6.908], [-1.883, -1.200, 2.118], [-3.536, 2.088, -2.717], [-1.808, 5.429, 0.904], [0.476, -3.283, -3.171], [-4.092, 1.165, -3.799], [-3.008, -6.947, 0.965], [-4.199, -5.386, 1.636]], "forces_ev_per_a": [[-0.5, 0.1, -0.4], [-0.1, 0.1, 0.0], [0.0, -0.1, 0.0], [0.0, 0.0, 0.0], [0.0, 0.0, 0.0], [0.0, 0.0, 0.0], [0.0, 0.0, 0.0], [0.0, 0.0, 0.0], [0.0, 0.0, 0.0], [0.0, 0.0, 0.0], [0.0, 0.0, 0.0], [0.0, 0.0, 0.0], [-0.1, 0.1, 0.1], [0.0, 0.1, 0.0], [0.0, 0.0, 0.0], [0.0, 0.0, 0.0], [0.0, 0.0, 0.0], [-0.4, 0.1, 0.0], [0.0, 0.0, 0.0], [-0.1, -0.3, 0.5], [-0.1, -0.1, 0.0], [0.4, -0.1, 0.2], [0.0, 0.0, 0.0], [0.2, 0.0, -0.3], [0.0, 0.0, 0.0], [0.0, 0.0, 0.1], [0.0, 0.0, 0.0], [-0.4, 0.1, 0.0], [0.0, 0.0, 0.0], [0.0, 0.0, 0.0], [0.0, 0.0, 0.0], [0.0, 0.0, 0.0], [0.0, -0.1, 0.1], [0.1, 0.0, -0.1], [0.4, 0.2, -0.4], [0.2, 0.3, -0.3], [0.0, 0.0, 0.0], [0.0, 0.0, 0.0], [0.0, 0.0, 0.0], [0.1, -0.1, -0.1], [0.0, 0.0, 0.0], [0.0, 0.0, 0.0], [0.0, 0.0, 0.0], [0.0, 0.0, 0.0], [0.2, 0.0, -0.1], [0.0, 0.0, 0.0], [0.0, 0.0, 0.0], [0.0, 0.0, 0.1], [0.0, 0.0, 0.0], [0.0, 0.0, 0.0], [0.0, 0.0, 0.0], [0.0, 0.0, 0.0], [0.0, 0.2, 0.1], [0.0, 0.0, 0.0], [0.0, 0.0, -0.1], [-0.2, 0.1, -0.1], [-0.3, -0.2, 0.4], [0.0, 0.0, 0.0], [0.0, 0.0, -0.1], [0.0, 0.0, 0.0], [0.0, 0.0, 0.0], [-0.2, -0.1, -0.1], [0.0, -0.2, 0.2], [0.0, 0.0, 0.0], [0.1, 0.0, -0.3], [0.0, 0.0, 0.0], [0.0, 0.0, 0.0], [0.2, 0.1, -0.1], [0.0, 0.0, 0.0], [-0.1, 0.1, 0.3], [0.0, 0.0, 0.0], [0.0, 0.0, 0.0], [0.0, 0.0, 0.0], [0.1, 0.1, -0.1], [0.3, 0.1, -0.1], [0.0, 0.0, 0.0], [0.0, 0.0, 0.0], [0.1, -0.1, 0.2], [0.2, 0.1, 0.2], [0.0, 0.0, 0.0], [0.0, -0.1, 0.1], [0.0, 0.1, 0.0], [0.0, 0.0, 0.0], [0.0, 0.0, 0.0], [0.0, -0.1, 0.0], [0.0, 0.0, 0.0], [-0.1, -0.1, 0.1], [0.0, 0.0, 0.0], [0.0, 0.0, 0.0], [0.0, -0.1, -0.1]]}



[3]
{"formula": "C18H22Cl12N2O4", "method": "wB97M-V/def2-TZVPD", "gap_ev": 9.22, "energy_ev": -180456.119, "smiles": "O=[N+]([O-])c1ccccc1.O=[N+]([O-])c1ccccc1.ClCCl.ClCCl.ClCCl.ClCCl.ClCCl.ClCCl", "max_force_ev_per_a": 2.981, "lumo_energy_ha": -0.0307, "species": ["C", "Cl", "C", "C", "Cl", "Cl", "N", "C", "H", "C", "Cl", "Cl", "H", "C", "H", "O", "C", "H", "C", "H", "C", "C", "H", "O", "Cl", "Cl", "C", "H", "H", "H", "Cl", "Cl", "H", "H", "H", "C", "O", "Cl", "H", "H", "C", "H", "C", "H", "H", "N", "H", "H", "H", "C", "H", "Cl", "Cl", "C", "C", "C", "O", "H"], "positions_angstrom": [[-2.774, -1.015, 2.149], [1.116, 0.860, 4.708], [-2.613, -3.004, 0.790], [0.803, -2.217, -0.445], [-0.678, 4.124, -0.690], [5.554, 0.874, -3.298], [-3.036, -0.038, -1.458], [-2.797, -2.289, -0.421], [-0.451, 3.235, -2.697], [1.188, 0.247, 0.649], [-0.944, -0.622, -4.664], [-1.350, 2.335, 4.673], [-2.731, -0.593, 3.123], [0.021, 1.855, 3.694], [3.741, 0.008, -1.970], [0.329, -3.487, -2.375], [0.207, -1.124, -1.041], [-2.180, 3.158, -2.271], [-2.981, -0.288, 0.964], [0.625, -5.247, 2.910], [-0.164, -4.592, 2.909], [1.520, -2.141, 0.703], [-0.032, 0.978, -1.024], [0.979, -4.528, -0.571], [1.249, 5.829, 1.620], [2.992, 3.346, 1.894], [-1.280, 3.785, -2.319], [-2.810, -2.743, -1.410], [2.128, -0.706, 2.241], [1.971, -3.064, 1.009], [1.251, 1.254, -4.113], [3.490, 2.293, -1.714], [2.744, 4.813, 0.059], [3.591, 5.592, 1.578], [5.108, 0.654, -1.032], [-2.944, -0.913, -0.266], [-3.223, -0.527, -2.543], [-1.624, -5.551, 3.082], [-1.083, 1.668, -4.425], [-3.240, 0.712, 1.097], [-0.357, 0.986, -4.806], [-0.418, 1.228, 2.880], [4.441, 0.798, -1.841], [0.488, 2.689, 3.188], [-2.358, -4.068, 0.823], [0.685, -3.524, -1.199], [-0.456, -1.206, -1.805], [-0.201, 1.120, -5.874], [1.409, 1.194, 1.119], [0.373, 0.129, -0.516], [-0.213, -4.178, 1.954], [0.057, -3.267, 4.060], [-1.502, 5.179, -3.299], [-2.605, -2.349, 2.039], [2.771, 4.962, 1.190], [1.702, -0.886, 1.260], [-2.948, 1.169, -1.234], [-2.540, -2.909, 2.957]], "forces_ev_per_a": [[-0.2, 0.8, -1.6], [0.0, 0.4, -0.7], [0.3, 0.2, -0.4], [-0.7, -0.4, -1.8], [-0.3, 0.3, 0.5], [-0.8, -0.2, 0.7], [-0.5, 0.6, 0.9], [0.3, -0.2, 1.5], [0.3, -0.6, -0.8], [-0.8, -0.3, -0.9], [-0.3, -1.2, 0.4], [-0.3, 0.5, 0.1], [-0.2, 0.7, 0.5], [-0.8, -1.4, -0.9], [-0.3, -0.7, -0.2], [0.3, -0.1, 1.4], [0.8, 0.5, 1.7], [0.3, 0.4, 0.1], [0.3, -1.1, 1.2], [2.0, -1.4, 0.5], [-1.4, 0.9, 0.5], [0.5, -0.3, 0.0], [-0.3, 0.4, 0.0], [-0.2, 0.1, -0.4], [0.5, -0.6, 0.1], [-0.3, 0.2, 0.2], [0.0, -1.1, 0.6], [0.1, 0.0, 0.3], [0.5, -0.5, -0.1], [0.2, -0.1, 0.7], [-0.1, 0.1, 0.4], [0.3, -0.2, 0.2], [0.3, 0.4, 1.7], [-0.4, -0.4, -0.6], [0.2, 0.1, 0.9], [-0.1, -0.1, -0.1], [0.1, -0.2, -0.1], [-0.3, -0.1, 0.4], [-0.2, 0.5, 0.4], [0.0, 1.7, -0.4], [0.8, 0.2, -1.5], [0.6, 0.2, 0.8], [0.5, 0.9, -1.7], [0.4, 0.3, 0.6], [-0.5, 0.3, -0.4], [0.0, 0.5, 0.1], [-1.4, -0.7, -2.5], [-0.2, 0.4, 0.1], [-0.2, 0.2, -0.2], [1.7, 0.0, 1.5], [-0.1, 0.9, -1.5], [0.0, -0.3, 0.1], [-0.3, 0.8, -0.4], [-0.1, -1.7, -0.7], [0.0, 0.4, -1.3], [-0.4, 0.7, 0.6], [0.1, -0.5, -0.5], [0.3, -0.4, -0.1]]}